No. 1
This record from the Open Molecules 2025 dataset describes C25H24BrN4O3PtSSi as an isolated structure. The level of theory is the ωB97M-V functional and the def2-TZVPD basis.

The geometry in XYZ format:
```
60
Properties=species:S:1:pos:R:3:forces:R:3:nbo_charge:R:1
Pt 0.43596 2.43246 0.96404 0.08 0.01 -0.02 0.703
Br 6.15987 -7.24676 -5.52340 0.00 0.00 0.01 0.026
C 5.32938 -6.12499 -4.23402 -0.03 0.02 0.02 -0.098
C 4.02834 -6.38727 -3.83967 0.00 -0.04 0.00 -0.231
C 3.42721 -5.55910 -2.90692 -0.03 0.02 0.05 -0.231
C 4.11133 -4.47336 -2.36556 0.22 -0.37 0.42 0.200
C 5.42067 -4.22520 -2.77989 0.00 0.02 -0.04 -0.242
C 6.02953 -5.04983 -3.71070 0.02 0.01 0.01 -0.235
N 3.39891 -3.65436 -1.45779 -0.30 0.37 -0.41 -0.309
N 4.11277 -2.79654 -0.87922 0.14 0.28 -0.45 -0.149
C 3.52063 -1.68450 -0.31438 -0.03 -0.39 0.52 -0.044
C 4.43669 -0.82115 0.28981 0.05 0.04 -0.08 -0.090
C 4.10614 0.40025 0.83663 -0.03 -0.02 0.02 -0.357
C 2.77714 0.84577 0.79263 -0.03 -0.06 0.02 0.436
O 2.41097 1.97235 1.26612 0.01 0.11 -0.09 -0.641
C 1.79358 -0.04844 0.19826 0.04 0.03 0.07 0.074
N 0.52375 0.42709 0.21161 -0.01 -0.03 0.06 -0.452
C -0.45919 -0.32685 -0.22604 0.01 0.02 -0.07 0.079
C -0.22519 -1.61685 -0.71267 -0.03 0.00 0.00 -0.251
C 1.05108 -2.11108 -0.76410 0.04 0.03 0.00 -0.158
C 2.13038 -1.31541 -0.31192 -0.05 -0.03 -0.03 -0.004
H 3.49265 -7.23020 -4.25409 0.00 0.00 -0.01 0.221
H 2.41182 -5.74465 -2.58040 0.00 0.01 -0.01 0.222
H 5.94761 -3.37305 -2.37517 -0.01 0.00 0.01 0.237
H 7.04334 -4.85415 -4.03293 0.00 0.00 -0.01 0.221
H 5.46652 -1.15803 0.29405 0.01 0.03 -0.01 0.216
H 4.84745 1.04167 1.29225 0.01 -0.01 -0.01 0.223
H -1.45484 0.09247 -0.17936 0.00 -0.01 0.02 0.223
H -1.06443 -2.21735 -1.03668 0.00 0.01 -0.01 0.219
H 1.25284 -3.10174 -1.13437 -0.01 0.01 -0.02 0.248
C -5.50249 1.22820 3.25877 -0.02 -0.02 0.00 -1.119
Si -5.10082 0.86547 1.46640 0.07 0.02 0.01 1.664
C -4.64528 -0.93440 1.19928 -0.02 0.00 -0.02 -1.121
C -6.69234 1.15305 0.48791 0.00 -0.01 0.00 -1.120
C -3.80894 2.02344 0.74337 -0.01 0.00 -0.01 -0.559
C -4.12758 2.89660 -0.27519 -0.01 0.00 0.00 -0.128
C -3.16362 3.73649 -0.84026 0.00 0.01 0.00 -0.340
C -1.87498 3.62008 -0.38802 0.01 -0.01 0.00 0.086
N -1.52380 2.75917 0.58212 -0.01 -0.08 -0.02 -0.517
C -2.46080 1.99325 1.22211 -0.01 0.07 0.05 0.084
S -1.98790 1.03582 2.54661 -0.06 -0.04 -0.01 -0.371
H -6.35991 0.63273 3.58573 0.00 0.00 0.00 0.219
H -5.75629 2.28370 3.38346 0.00 0.00 0.00 0.231
H -4.64743 1.00658 3.89469 0.00 0.00 0.00 0.264
H -5.45994 -1.58614 1.52759 0.00 0.00 0.00 0.222
H -3.74115 -1.19002 1.74936 0.00 0.00 0.00 0.263
H -4.47325 -1.12671 0.13645 0.00 0.00 0.00 0.224
H -7.43056 0.39684 0.76818 -0.01 0.02 0.02 0.228
H -6.53395 1.07031 -0.58999 0.00 -0.02 0.00 0.226
H -7.12961 2.13341 0.69250 0.01 0.01 -0.01 0.227
H -5.14527 2.93927 -0.64785 0.00 0.01 0.01 0.202
H -3.40409 4.44831 -1.61676 0.00 -0.01 -0.01 0.212
H -1.06760 4.22627 -0.77153 0.00 0.00 -0.01 0.233
C 1.75474 5.80012 2.99756 0.00 -0.01 0.01 -0.270
O 1.45926 4.46904 2.58933 -0.03 0.00 0.03 -0.538
C 0.64808 4.32633 1.49664 0.03 -0.02 0.01 0.589
O 0.19433 5.30732 0.94282 0.01 0.01 0.00 -0.690
H 1.92205 5.76603 4.07271 0.02 -0.01 0.00 0.177
H 0.93541 6.47559 2.76023 -0.01 0.00 0.02 0.198
H 2.66084 6.15266 2.49964 -0.02 0.01 -0.02 0.169
```
Forces are in eV/Å.

As for the charge: -1. As for the frontier orbital gap: 6.06 eV. Its spin multiplicity is 1. The energy relative to the best compared isomer or geometry (same formula, charge and spin) is 2.5 kcal per mole.

***

No. 2
This record from the Open Molecules 2025 dataset describes a 5-piece molecular cluster, C25H24Cl12F17N2O3 overall. The level of theory is the ωB97M-V functional and the def2-TZVPD basis.

The geometry in XYZ format:
```
83
Properties=species:S:1:pos:R:3:forces:R:3:mulliken_charge:R:1
C 5.64384 3.34350 -0.27649 0.68 0.74 0.15 -0.887
C 6.17381 2.04246 -1.06287 -0.69 0.19 -0.36 -0.187
N 5.57797 0.75002 -0.55703 2.87 0.42 -0.58 -0.452
O 4.21986 0.99888 -0.46703 -2.92 -2.35 0.86 0.083
C 3.56928 -0.22410 -0.80914 -1.96 -0.05 -4.46 -0.058
O 3.04426 -0.31914 -1.95435 1.99 0.15 5.08 -0.405
C 3.39272 -1.47875 0.15115 0.45 -1.99 1.93 1.074
C 3.88528 -2.85732 -0.38572 -1.91 1.07 4.04 -0.782
C 3.71729 -4.08268 0.54623 0.24 2.38 -1.63 0.260
C 4.28268 -5.49455 -0.01815 -0.55 0.33 1.53 -0.902
C 3.10928 -6.63531 0.01160 1.11 0.82 -0.11 -0.605
C 1.69482 -6.05478 -0.47554 0.05 -1.38 -0.36 -0.372
O 0.88037 -5.75863 0.70221 0.50 1.06 -1.17 -0.528
N 3.09338 -3.94903 1.84998 0.74 3.14 -2.54 0.102
C 2.61911 -2.67246 2.38220 0.67 0.93 -3.38 -1.239
C 2.76214 -1.33740 1.56360 0.65 -3.64 -0.66 0.821
C 2.26494 0.02082 2.23208 0.53 0.01 0.84 -0.638
C 1.37448 0.95754 1.27849 0.99 0.03 -0.78 -0.585
C 0.35253 1.91043 2.04631 2.11 -1.29 1.30 0.604
F -0.63757 1.10350 2.67044 1.41 1.99 -1.40 -0.312
F 1.09966 2.52467 3.12477 -1.70 -1.35 -2.18 -0.344
C -0.21185 3.10334 1.13686 -0.40 2.37 0.29 0.418
F 0.35900 3.19807 -0.15571 -1.04 -0.66 2.87 -0.267
F 0.09659 4.33846 1.81114 -0.76 -2.93 -1.74 -0.326
C -1.82213 3.11514 0.95601 -0.04 2.96 -0.11 0.679
F -2.44375 3.27544 2.21468 1.29 -0.97 -2.83 -0.269
F -2.09334 4.33801 0.23860 0.64 -2.86 1.71 -0.311
C -2.40030 1.93709 0.04105 -0.24 -0.87 -2.30 0.598
F -2.81762 2.50002 -1.21581 0.88 -1.45 3.07 -0.274
F -1.41061 0.94758 -0.30921 -1.90 2.53 1.27 -0.295
C -3.65513 1.12739 0.62102 0.82 -2.70 1.05 0.494
F -3.74193 -0.06466 -0.18750 -0.35 3.11 1.61 -0.300
F -3.39733 0.60767 1.93973 -0.20 1.60 -3.21 -0.265
C -5.03406 1.94353 0.69363 -1.68 0.84 2.33 0.580
F -5.59261 1.68997 1.99836 1.27 0.48 -3.21 -0.303
F -4.88235 3.36006 0.63378 0.13 -3.47 -0.24 -0.243
C -6.17105 1.50810 -0.34918 -2.73 -0.24 0.66 0.517
F -7.34786 2.26345 0.01584 2.97 -1.48 -0.88 -0.244
F -6.58737 0.14157 -0.21096 1.72 3.43 -0.44 -0.254
C -5.90049 1.85939 -1.88444 -0.99 0.26 -3.58 0.606
F -5.56473 3.19903 -2.14903 -0.67 -3.31 1.23 -0.208
F -7.14630 1.62972 -2.56740 2.98 0.47 1.78 -0.249
F -4.95473 1.04597 -2.53675 -2.07 1.83 2.06 -0.213
H 4.94240 3.98915 -0.92245 1.10 -1.17 0.97 0.276
H 6.55012 4.00415 -0.00044 -1.47 -1.00 -0.46 0.302
H 5.09899 3.12154 0.70374 0.78 0.05 -1.39 0.191
H 7.30986 1.89674 -1.02077 -1.72 0.34 -0.11 0.422
H 5.79540 2.14460 -2.14924 0.97 -0.30 1.65 0.024
H 5.96684 0.49107 0.36387 -0.53 0.63 -0.25 0.222
H 4.36915 -2.88237 -1.42431 -0.84 -0.25 1.86 0.353
H 4.74499 -5.37866 -1.05929 -0.90 0.22 1.58 0.320
H 5.13363 -5.77716 0.71272 -1.28 0.27 -1.26 0.348
H 3.10585 -7.03040 1.08870 -0.56 0.45 -1.64 0.352
H 3.49057 -7.48017 -0.66216 -0.75 1.20 0.97 0.388
H 1.17023 -6.89632 -1.06447 0.75 1.36 0.82 0.292
H 1.79257 -5.14883 -1.18395 0.03 -1.33 1.21 0.297
H 0.35755 -4.95303 0.49073 0.35 -0.93 0.25 0.315
H 3.00906 -4.82171 2.39838 -0.20 0.82 -0.32 0.348
H 2.13833 -2.71596 3.43261 0.49 0.31 -2.68 0.635
H 3.21680 0.59767 2.55487 -1.55 -0.89 -0.59 0.331
H 1.71876 -0.21138 3.22614 0.78 0.16 -1.75 0.453
H 0.89142 0.27877 0.49011 0.18 1.30 1.22 0.494
H 2.11621 1.64393 0.71165 -1.37 -1.01 0.88 0.189
C 3.63976 -3.12775 6.65756 -0.05 -0.10 0.83 -0.028
Cl 2.99986 -4.50012 7.56889 0.14 0.19 -0.21 -0.099
Cl 3.27444 -3.30299 4.92934 0.72 -0.23 1.24 -0.149
Cl 2.98365 -1.60786 7.27667 0.13 -0.21 -0.22 -0.103
H 4.72160 -3.10963 6.77816 -0.21 -0.01 -0.13 0.320
C -9.00512 1.02952 -5.50579 -0.05 0.03 -0.02 0.517
Cl -8.17920 1.28269 -7.05007 -0.02 0.00 0.15 -0.124
Cl -10.59218 1.81123 -5.51387 0.17 -0.05 0.04 -0.122
Cl -9.16457 -0.69907 -5.16151 0.05 0.14 0.02 -0.131
H -8.40492 1.48141 -4.71849 -0.13 -0.10 -0.18 -0.118
C -8.71184 5.31209 0.66429 -0.11 0.00 -0.03 0.226
Cl -7.28233 5.93036 1.49761 -0.02 -0.07 -0.02 -0.127
Cl -10.17412 6.11784 1.24879 0.14 -0.12 -0.04 -0.130
Cl -8.54961 5.51545 -1.08683 0.01 -0.09 0.14 -0.130
H -8.79711 4.24874 0.88006 0.01 0.23 -0.06 0.150
C 3.68100 -0.23206 -5.63618 -0.05 0.09 -0.10 0.110
Cl 4.83391 0.39111 -4.44744 0.01 -0.05 -0.11 -0.104
Cl 3.50747 0.89728 -6.98604 -0.02 -0.14 0.18 -0.120
Cl 4.18801 -1.82467 -6.21838 -0.07 0.08 0.09 -0.130
H 2.71242 -0.33726 -5.15068 0.22 0.03 -0.07 0.217
```
Forces are in eV/Å.

As for the charge: +1. As for the frontier orbital gap: 7.05 eV. Its spin multiplicity is 1. The energy relative to the best compared isomer or geometry (same formula, charge and spin) is 225.9 kcal per mole.

***

No. 3
This record from the Open Molecules 2025 dataset describes a 2-piece molecular cluster, C25H24ClN3O4S overall. The level of theory is the ωB97M-V functional and the def2-TZVPD basis.

The geometry in XYZ format:
```
58
Properties=species:S:1:pos:R:3:forces:R:3:nbo_charge:R:1
O 3.81653 2.42828 3.85316 -2.30 0.13 -0.31 -0.376
N 2.56688 2.46445 3.85178 1.39 -0.56 2.85 0.487
O 1.88369 2.22633 4.87757 1.28 0.41 -1.85 -0.393
C 1.86308 2.78274 2.65281 -0.98 0.41 -1.57 0.077
C 0.45787 2.76503 2.68186 0.34 -0.13 -0.21 -0.188
C -0.25851 2.99219 1.50952 0.34 0.16 -0.19 -0.210
C 0.42511 3.31032 0.31929 0.21 -0.22 0.47 -0.268
S -0.47450 3.81430 -1.17189 -0.01 -0.57 0.69 2.160
C -0.81977 2.35960 -1.99665 -1.26 -0.40 1.32 -0.850
Cl -0.30797 2.07500 -3.55772 0.93 -0.23 -1.46 0.030
O -1.70855 4.34443 -0.62186 0.27 0.18 -0.24 -0.958
O 0.45139 4.64050 -1.91191 -0.52 -0.04 -0.06 -0.938
C 1.82624 3.31177 0.29994 -0.22 0.06 0.14 -0.191
C 2.55051 3.07517 1.46297 -0.20 -0.24 0.47 -0.197
H -0.04750 2.58015 3.62629 0.12 -0.07 -0.28 0.246
H -1.34593 2.93096 1.53064 0.23 0.23 -0.12 0.243
H -0.97554 1.49619 -1.35793 0.29 0.24 -0.06 0.219
H 2.35308 3.50896 -0.62939 -0.16 0.14 0.15 0.249
H 3.63473 3.12614 1.46358 -0.18 -0.13 0.03 0.248
C -4.49477 1.38857 4.27190 -0.24 0.11 0.09 -0.402
N -4.46800 0.37512 3.24829 -0.21 -0.11 0.22 -0.424
C -4.74205 -0.97795 3.69415 0.28 -0.01 0.04 -0.406
C -4.07609 0.66862 1.97068 0.00 -0.10 -0.39 0.221
C -3.28692 -0.26315 1.25783 -0.10 0.30 -0.04 -0.241
C -2.92985 0.01448 -0.04311 -0.62 -0.26 -0.23 -0.164
C -3.51218 1.08070 -0.76284 0.15 0.37 0.84 -0.174
C -3.35150 1.17140 -2.18225 0.59 0.77 0.50 0.029
C -3.15991 0.08066 -3.02734 0.20 -0.87 -0.53 -0.195
C -3.09297 0.17269 -4.48983 0.40 -0.58 0.27 -0.065
C -3.28536 1.20763 -5.39262 0.11 -0.04 -0.72 -0.165
C -3.15120 0.92253 -6.76652 -0.12 0.25 0.64 -0.217
C -2.84102 -0.37198 -7.22712 0.06 -0.28 0.59 -0.201
C -2.66179 -1.42611 -6.31883 0.00 0.53 -0.35 -0.261
C -2.78186 -1.11352 -4.97153 -0.35 0.02 0.24 0.197
N -2.72337 -1.98208 -3.87625 -0.20 0.41 0.49 -0.329
C -2.52933 -3.41796 -3.98355 -0.03 -0.27 0.26 -0.408
C -2.97527 -1.30083 -2.72700 -0.01 0.37 -1.00 0.091
C -4.22281 2.06460 -0.01085 0.31 -0.42 -0.25 -0.103
C -4.46670 1.88574 1.33764 0.15 -0.41 0.03 -0.281
H -4.19095 2.35192 3.85579 -0.04 -0.18 0.17 0.217
H -5.50310 1.47894 4.69129 0.08 0.13 0.08 0.192
H -3.80495 1.12386 5.08506 -0.07 0.07 -0.08 0.196
H -4.89893 -1.65348 2.84600 0.02 0.25 0.16 0.214
H -3.93339 -1.38117 4.32065 -0.02 0.00 -0.10 0.188
H -5.65058 -0.98232 4.31023 0.09 0.06 -0.14 0.203
H -2.95621 -1.19083 1.73173 0.08 0.50 -0.02 0.215
H -2.21412 -0.63059 -0.54431 -0.12 0.14 0.17 0.207
H -3.43829 2.15281 -2.64410 -0.42 -0.17 0.09 0.247
H -3.52729 2.19999 -5.00265 0.11 -0.23 -0.45 0.226
H -3.29595 1.72932 -7.48736 0.06 -0.28 0.20 0.222
H -2.73758 -0.56165 -8.29444 -0.06 0.08 0.26 0.222
H -2.43846 -2.44666 -6.62535 -0.06 0.36 -0.19 0.215
H -2.28940 -3.66671 -5.02361 -0.08 0.00 0.45 0.224
H -1.70801 -3.74412 -3.33163 -0.13 0.14 -0.26 0.219
H -3.43671 -3.95797 -3.67149 0.23 0.20 -0.24 0.215
H -3.06361 -1.84884 -1.79223 0.06 0.23 -0.38 0.228
H -4.60915 2.94614 -0.52318 0.15 -0.20 0.14 0.231
H -5.03905 2.62424 1.90738 0.21 -0.29 -0.33 0.226
```
Forces are in eV/Å.

As for the frontier orbital gap: 4.73 eV. Its spin multiplicity is 1. The energy relative to the best compared isomer or geometry (same formula, charge and spin) is 179.7 kcal per mole.

***

No. 4
This record from the Open Molecules 2025 dataset describes C25H24ClNO4SiTi as an isolated structure. The level of theory is the ωB97M-V functional and the def2-TZVPD basis.

The geometry in XYZ format:
```
57
Properties=species:S:1:pos:R:3:forces:R:3:nbo_charge:R:1
Ti 1.77065 0.72729 0.20226 0.27 0.01 1.17 1.386
C 3.12187 2.09288 1.67744 -0.05 0.01 -0.08 -0.336
C 3.40866 0.74409 1.98613 -0.11 0.03 -0.02 -0.306
C 4.05379 0.16373 0.87485 -0.12 -0.04 -0.06 -0.332
C 4.16017 1.15168 -0.12552 -0.11 0.04 -0.07 -0.319
C 3.58626 2.34375 0.36912 -0.09 0.01 -0.04 -0.331
H 2.60288 2.79311 2.31272 -0.02 0.01 0.02 0.237
H 3.11825 0.22966 2.88737 0.01 -0.01 0.03 0.238
H 4.35921 -0.86708 0.78550 0.00 -0.01 0.00 0.230
H 4.54822 1.00510 -1.12128 0.02 0.01 -0.01 0.231
H 3.46995 3.26480 -0.18087 0.02 0.01 0.00 0.233
O -0.76356 -2.20706 1.41200 -0.16 0.13 0.10 -0.862
C -0.21395 -0.97059 1.20638 0.07 0.04 0.13 0.569
O 1.09937 -0.91320 1.22359 0.06 0.24 -0.43 -0.772
C -0.94456 0.14956 1.00168 0.07 -0.16 0.03 -0.048
C -2.36903 0.18863 0.87371 -0.18 0.13 0.03 -0.183
C -3.00056 1.34895 0.63015 0.02 -0.07 0.01 -0.263
C -2.22742 2.57945 0.49140 0.08 0.05 0.00 -0.151
C -2.83627 3.80284 0.23800 0.02 -0.07 0.01 -0.197
C -2.10115 4.97155 0.06876 -0.02 0.02 0.00 -0.294
C -0.71742 4.89955 0.15310 0.01 0.03 -0.01 -0.213
C -0.08369 3.69330 0.40332 -0.04 -0.12 0.03 -0.281
C -0.80804 2.50203 0.58829 -0.07 0.17 -0.04 0.297
N -0.15281 1.32276 0.82346 0.51 -0.38 -0.52 -0.688
H -2.90811 -0.74706 0.96381 0.00 0.02 0.02 0.215
H -4.07786 1.39830 0.51432 0.01 -0.02 0.00 0.193
H -3.91998 3.82861 0.16850 0.00 0.01 0.00 0.191
H -2.59936 5.91290 -0.12815 0.01 -0.01 0.00 0.194
H -0.11753 5.79299 0.01652 -0.01 -0.01 0.00 0.194
H 0.99720 3.64484 0.44800 0.01 0.01 0.00 0.203
C -0.99562 -4.92587 1.81917 0.00 0.02 -0.02 -1.133
Si 0.21167 -3.55363 1.39861 0.22 -0.10 -0.07 1.902
C 1.55910 -3.50723 2.70410 -0.06 -0.06 -0.06 -1.136
C 0.93042 -3.82329 -0.31169 0.01 0.00 0.12 -1.152
H -0.50781 -5.90503 1.83830 0.00 0.05 -0.01 0.222
H -1.80421 -4.96246 1.08417 0.02 0.00 0.04 0.233
H -1.44183 -4.75049 2.80162 0.01 -0.01 -0.03 0.233
H 1.85655 -4.51816 2.99962 -0.01 0.01 -0.01 0.217
H 1.19776 -2.98598 3.59322 -0.01 0.00 0.00 0.239
H 2.43452 -2.96850 2.34081 -0.04 0.00 -0.01 0.248
H 1.66169 -4.63724 -0.30440 0.00 0.02 0.00 0.224
H 1.42803 -2.90951 -0.64815 -0.02 -0.04 0.02 0.268
H 0.14943 -4.08251 -1.03162 -0.01 0.02 0.02 0.225
Cl -4.48912 -0.91282 -4.04744 0.01 0.01 0.01 -0.030
C -2.89287 -0.51129 -3.46089 -0.09 0.02 -0.04 -0.017
C -2.58894 0.81147 -3.19060 -0.03 -0.01 -0.01 -0.259
C -1.32355 1.12125 -2.72229 0.04 0.03 0.04 -0.082
C -0.38482 0.11443 -2.53428 -0.05 -0.02 -0.07 -0.178
C -0.71547 -1.20887 -2.79439 0.00 -0.03 -0.04 -0.153
C -1.97652 -1.53059 -3.26748 0.04 -0.03 0.01 -0.242
C 0.93781 0.44822 -1.93716 -0.13 -0.05 -0.55 0.731
O 1.21459 1.65094 -1.67456 0.15 -0.07 0.17 -0.656
O 1.72119 -0.48314 -1.56629 -0.26 0.17 0.21 -0.674
H -3.33954 1.57820 -3.32244 0.01 0.01 0.01 0.226
H -1.05982 2.13785 -2.45937 -0.01 0.00 -0.01 0.243
H 0.02007 -1.97844 -2.60085 -0.01 0.00 0.00 0.239
H -2.25784 -2.55464 -3.47029 0.01 0.00 0.00 0.220
```
Forces are in eV/Å.

As for the charge: -1. As for the frontier orbital gap (alpha / beta): 5.11 / 5.13 eV. Its spin multiplicity is 2. The energy relative to the best compared isomer or geometry (same formula, charge and spin) is 3.1 kcal per mole.